# 1
Computed, not measured: a structure of composition C30H55N4O6PS2SiV in a non-equilibrium geometry, with the ωB97M-V functional and the def2-TZVPD basis.

Its LUMO energy (alpha / beta) is -0.27 / 0.24 eV. As for the multiplicity: 2. The calculation puts the HOMO energy (alpha / beta) at -8.427 / -7.980 eV. Its total energy is -114775.7622 eV. The energy relative to the best compared isomer or geometry (same formula, charge and spin) comes out at 0.5653 eV. As for the HOMO-LUMO gap (alpha / beta): 8.153 / 8.221 eV.

Last column: Mulliken charge in e.
Element x y z (Å)
V  0.485342  -1.450773  1.192356  1.52
O  2.340773  -0.889611  1.800634  -0.68
S  2.977010  -2.256472  1.651842  1.61
O  4.392355  -2.244158  1.523486  -0.72
O  2.128514  -2.858597  0.605202  -0.45
C  2.518679  -3.234569  3.076790  0.49
C  3.546109  -3.371933  4.005218  -0.75
C  3.420117  -4.188582  5.116693  -0.76
C  2.255129  -4.909688  5.277073  -0.68
C  1.227059  -4.777258  4.356812  -1.19
C  1.310722  -3.936377  3.249218  0.25
S  -0.403697  -3.871651  2.542393  1.44
O  -0.827581  -5.229618  2.416840  -0.79
O  -1.056524  -3.036600  3.525068  -0.56
O  -0.443922  -3.191257  1.193530  -0.75
H  4.472448  -2.845766  3.820674  0.52
H  4.234168  -4.275594  5.822444  0.43
H  2.132056  -5.583209  6.114291  0.43
H  0.320956  -5.346002  4.508805  0.49
N  -0.595283  -0.233303  1.770556  -0.24
P  -1.577637  0.476617  2.831274  -1.33
N  -3.028652  -0.282670  2.770917  0.56
C  -3.333405  -1.311455  1.755640  0.82
C  -4.839599  -1.487607  1.632579  -1.14
C  -5.461538  -1.969321  2.947689  -0.76
C  -4.707974  -1.384259  4.150028  -0.65
C  -4.083602  -0.051152  3.763235  -0.76
N  -1.649496  2.094431  2.481814  0.58
C  -1.669693  2.558495  1.098223  0.79
C  -1.564244  4.089028  1.041134  -1.08
C  -0.863626  4.616712  2.284089  -0.65
C  -1.739771  4.324656  3.504122  -0.95
C  -2.447501  2.970851  3.345554  -0.48
N  -1.105946  0.505314  4.405001  0.39
C  0.029583  1.338606  4.818922  -0.64
C  1.325375  0.535347  4.832886  -1.13
C  1.075738  -0.894545  5.339234  0.74
C  -0.178118  -0.931839  6.196512  -1.48
C  -1.402187  -0.579399  5.352833  -0.18
H  -2.871655  -2.255786  2.047336  -0.20
H  -2.905109  -1.017644  0.797774  -0.31
H  -5.039393  -2.198828  0.830557  0.41
H  -5.287253  -0.539908  1.321341  0.38
H  -5.444756  -3.058853  2.994202  0.37
H  -6.511742  -1.670774  2.981082  0.33
H  -3.907746  -2.059575  4.458038  0.07
H  -5.371446  -1.258634  5.007394  0.53
H  -3.655652  0.471596  4.621511  0.52
H  -4.853105  0.612545  3.348795  0.52
H  -2.586197  2.226298  0.594902  0.21
H  -0.828549  2.104571  0.583490  -0.93
H  -2.559678  4.539644  0.978771  0.38
H  -1.040678  4.371933  0.126516  0.44
H  -0.666239  5.686235  2.202894  0.48
H  0.106560  4.125701  2.389772  0.22
H  -2.493836  5.107203  3.617309  0.45
H  -1.141876  4.330908  4.417106  0.31
H  -3.446309  3.094322  2.909737  0.43
H  -2.581281  2.498960  4.318149  0.21
H  -0.207725  1.733740  5.812116  0.38
H  0.107945  2.193331  4.150287  0.23
H  2.048912  1.056112  5.466929  0.45
H  1.748024  0.508694  3.827458  0.28
H  1.939365  -1.264369  5.894937  0.61
H  0.937341  -1.567372  4.494649  -0.95
H  -0.071915  -0.232384  7.031275  0.42
H  -0.344578  -1.916476  6.637811  0.54
H  -2.231465  -0.286524  6.011136  0.30
H  -1.708961  -1.454107  4.787571  0.02
C  2.494927  -0.971798  -1.777249  -1.67
Si  0.666419  -1.265223  -1.403872  1.01
C  -0.251948  0.285025  -2.079072  2.86
C  0.572405  1.480151  -1.571705  -2.22
C  -0.278778  0.391234  -3.608404  -2.31
C  -1.694224  0.398607  -1.592413  -1.26
C  0.155829  -2.898341  -2.288655  2.51
C  0.668755  -2.843420  -3.742123  -1.94
C  0.758020  -4.166459  -1.676079  -2.04
C  -1.368582  -3.042228  -2.310836  -1.73
H  2.590953  -0.545793  -2.778465  0.42
H  3.063634  -1.898591  -1.750722  0.34
H  2.962688  -0.280682  -1.074895  0.29
H  1.512419  1.575072  -2.114274  0.45
H  0.827191  1.411679  -0.509982  0.19
H  0.014449  2.409882  -1.721830  0.44
H  0.711594  0.305190  -4.055986  0.38
H  -0.675522  1.370870  -3.892123  0.52
H  -0.924502  -0.358194  -4.065415  0.40
H  -1.783983  0.245597  -0.517300  -0.37
H  -2.345126  -0.320953  -2.087241  0.34
H  -2.083189  1.397362  -1.817227  0.61
H  1.755715  -2.798758  -3.783443  0.33
H  0.277097  -2.006765  -4.318590  0.30
H  0.363058  -3.759576  -4.255885  0.54
H  1.846234  -4.127613  -1.645343  0.35
H  0.472915  -5.013664  -2.308261  0.64
H  0.400655  -4.363408  -0.669076  0.19
H  -1.846578  -2.267896  -2.911973  0.32
H  -1.801282  -3.005490  -1.307693  0.16
H  -1.642814  -4.007266  -2.748378  0.55

Cartesian forces (eV/Å) of the 2 atoms listed first:
-0.2 0.7 -0.8
0.1 -0.3 0.5

=====

# 2
Computed, not measured: the molecule C19H21NO4, with the ωB97M-V functional and the def2-TZVPD basis.

Its LUMO energy is 0.68 eV. As for the multiplicity: 1. The calculation puts the HOMO energy at -7.876 eV. Its total energy is -29723.2566 eV. The energy relative to the best compared isomer or geometry (same formula, charge and spin) comes out at 2.0483 eV. As for the HOMO-LUMO gap: 8.557 eV. Its SMILES is C=CCOc1c(CNc2cccc(C(=O)O)c2)cccc1OCC.

Last column: Mulliken charge in e.
Element x y z (Å)
C  1.555514  4.092223  -2.944736  -0.85
C  1.548947  3.545309  -1.744993  0.13
C  2.488100  2.463848  -1.303178  -0.54
O  1.872038  1.521346  -0.441380  -0.51
C  0.681720  0.942983  -0.801768  0.10
C  -0.173061  0.645118  0.263906  1.13
C  0.300806  1.004319  1.657114  -1.20
N  -0.674462  0.859573  2.703696  -0.06
C  -1.076404  -0.343396  3.224630  0.47
C  -2.174194  -0.374070  4.096643  -0.55
C  -2.577726  -1.549532  4.696641  -0.71
C  -1.907489  -2.734450  4.449686  -0.69
C  -0.820219  -2.721657  3.579345  -0.28
C  -0.069460  -3.952944  3.265778  0.46
O  0.877704  -4.016414  2.519417  -0.60
O  -0.535254  -5.045082  3.899293  -0.45
C  -0.409258  -1.541696  2.969687  0.25
C  -1.398046  0.043137  0.028780  -0.35
C  -1.781634  -0.254668  -1.263086  -1.38
C  -0.936843  0.018810  -2.322767  -0.34
C  0.308219  0.600225  -2.113934  0.59
O  1.208782  0.867028  -3.109361  -0.31
C  0.905439  0.541334  -4.449056  -0.61
C  1.111775  -0.938964  -4.758537  -1.14
H  0.871299  4.877382  -3.217143  0.29
H  2.253972  3.779034  -3.702482  0.25
H  0.837460  3.860965  -0.992476  0.28
H  2.948001  1.974844  -2.167180  0.25
H  3.281133  2.897287  -0.680325  0.36
H  1.177694  0.396582  1.898697  0.34
H  0.637702  2.045956  1.651998  0.41
H  -1.358633  1.598537  2.759804  0.29
H  -2.708311  0.544758  4.297561  0.36
H  -3.427359  -1.541090  5.363585  0.39
H  -2.217315  -3.656104  4.913559  0.46
H  0.002373  -5.812844  3.651253  0.34
H  0.425560  -1.588848  2.289919  0.46
H  -2.053570  -0.192553  0.852397  0.39
H  -2.739452  -0.714514  -1.452546  0.38
H  -1.257198  -0.239871  -3.318731  0.38
H  1.609290  1.139848  -5.035728  0.35
H  -0.110760  0.862304  -4.707847  0.41
H  2.137262  -1.221327  -4.534075  0.32
H  0.916507  -1.123332  -5.811524  0.39
H  0.449349  -1.559394  -4.160538  0.36

Cartesian forces (eV/Å) of the 2 atoms listed first:
0.0 0.1 0.0
0.0 -0.2 0.2

=====

# 3
Computed, not measured: the molecule C4H6N2O in a non-equilibrium geometry, with the ωB97M-V functional and the def2-TZVPD basis.

Its LUMO energy is 0.77 eV. As for the multiplicity: 1. The calculation puts the HOMO energy at -8.460 eV. Its total energy is -9269.9814 eV. The energy relative to the best compared isomer or geometry (same formula, charge and spin) comes out at 3.5204 eV. As for the HOMO-LUMO gap: 9.227 eV. Its SMILES is Cn1[nH]ccc1=O.

Last column: Mulliken charge in e.
Element x y z (Å)
C  -1.805628  0.956565  -0.123923  -0.59
N  -0.100210  0.579479  0.059877  -0.06
N  1.224898  0.705426  -0.519434  -0.29
C  1.890337  -0.493601  -0.260391  -0.28
C  1.036427  -1.407135  0.242671  -0.61
C  -0.231286  -0.731302  0.410349  0.64
O  -1.347806  -1.140018  0.714466  -0.69
H  -2.505798  0.266352  -0.657832  0.29
H  -2.186505  1.018697  0.905348  0.25
H  -1.724304  1.894155  -0.624412  0.31
H  1.746089  1.570437  -0.387036  0.26
H  2.953409  -0.615850  -0.485129  0.39
H  1.149616  -2.465469  0.411847  0.38

Cartesian forces (eV/Å) of the 2 atoms listed first:
1.3 0.8 -0.3
-1.2 -0.6 0.2

=====

# 4
Computed, not measured: a cluster of 10 separate species, C22H21Cl27F3I3N in total in a non-equilibrium geometry, with the ωB97M-V functional and the def2-TZVPD basis.

Its LUMO energy is -4.32 eV. As for the multiplicity: 1. The calculation puts the HOMO energy at -11.988 eV. The total charge is +1. Its total energy is -395195.9925 eV. As for the HOMO-LUMO gap: 7.664 eV.

Last column: Mulliken charge in e.
Element x y z (Å)
C  4.622710  -2.647015  0.273497  0.06
C  3.435699  -2.476551  0.124086  -1.46
C  1.969709  -2.399851  0.271603  1.13
C  1.396192  -1.151778  0.701057  -0.38
I  2.688901  0.457951  1.149981  0.26
C  -0.023816  -1.099051  0.818046  -0.51
C  -0.787125  -2.239479  0.517812  0.08
N  -0.234517  -3.413545  0.111096  0.68
C  -1.096675  -4.585376  -0.171471  -1.31
I  -1.073993  -5.874875  1.602294  0.16
C  -2.544609  -4.218132  -0.609937  0.06
C  -3.340464  -5.583240  -0.723670  -1.46
I  -2.468392  -3.399584  -2.611318  0.16
C  1.126355  -3.518244  0.002329  0.43
C  1.865850  -4.808878  -0.400421  -1.13
C  2.656307  -5.455272  0.820983  -0.10
C  2.786800  -6.965668  0.520560  0.68
F  1.628132  -7.629467  0.734988  -0.22
F  3.118008  -7.197506  -0.785183  -0.28
F  3.771688  -7.516088  1.275561  -0.25
H  5.697750  -2.819130  0.247311  0.52
H  -0.509398  -0.176217  1.174015  0.16
H  -1.871479  -2.112425  0.654599  0.52
H  -0.684104  -5.208357  -0.988759  0.69
H  -3.110987  -3.611633  0.116380  0.09
H  -2.701881  -6.422920  -1.055876  0.31
H  -4.227330  -5.436045  -1.370182  0.44
H  -3.752695  -5.777260  0.292164  0.44
H  2.663412  -4.480674  -1.107024  0.58
H  1.256800  -5.543372  -0.953139  0.41
H  3.675483  -5.021802  0.874100  -0.08
H  2.093321  -5.287936  1.761981  0.28
C  -3.240337  1.757300  -0.097865  -0.07
Cl  -3.000133  0.184869  -0.877264  -0.06
Cl  -2.243913  1.892824  1.359050  -0.16
Cl  -2.877465  3.064696  -1.219716  -0.03
H  -4.281436  1.835984  0.195087  0.34
C  7.016911  -4.188693  3.460478  0.02
Cl  5.966306  -5.504596  2.916134  -0.08
Cl  6.154401  -2.645190  3.407622  -0.11
Cl  7.623543  -4.507408  5.083281  -0.11
H  7.863518  -4.128617  2.785695  0.30
C  -1.327048  6.807407  -1.477415  0.06
Cl  0.046966  7.900934  -1.653235  -0.12
Cl  -2.772871  7.697473  -0.987378  -0.12
Cl  -1.619286  5.928325  -2.979943  -0.05
H  -1.092382  6.087073  -0.701520  0.24
C  -4.371246  7.908127  2.524739  0.26
Cl  -4.557977  6.154432  2.404277  -0.12
Cl  -5.947216  8.704196  2.494928  -0.08
Cl  -3.484835  8.339075  3.988203  -0.12
H  -3.800982  8.249076  1.668097  0.06
C  5.709588  2.516444  -1.707563  -0.09
Cl  5.575012  0.754635  -1.766379  -0.05
Cl  4.110631  3.263623  -1.751421  -0.09
Cl  6.592980  3.022575  -0.262902  -0.13
H  6.264167  2.845515  -2.579626  0.38
C  9.245440  0.445219  -1.286362  0.76
Cl  10.548638  0.845344  -0.167266  -0.12
Cl  9.778488  0.631558  -2.958443  -0.12
Cl  8.660216  -1.198922  -0.999191  -0.12
H  8.424822  1.131170  -1.111972  -0.39
C  -8.844881  10.672367  3.570654  0.28
Cl  -9.768440  11.943650  2.765663  -0.12
Cl  -7.535034  11.366147  4.530835  -0.11
Cl  -9.900667  9.681126  4.581287  -0.12
H  -8.409173  10.035968  2.809164  0.07
C  -6.889059  -4.237863  1.184191  0.01
Cl  -8.303122  -3.250752  0.827701  -0.11
Cl  -6.582520  -5.386184  -0.123339  -0.11
Cl  -5.470040  -3.212330  1.463763  -0.12
H  -7.084460  -4.799169  2.090962  0.33
C  -0.793080  4.934431  -7.015387  0.00
Cl  -1.710783  6.200173  -7.832187  -0.11
Cl  0.512180  5.634833  -6.052870  -0.10
Cl  -1.857906  3.950830  -6.000807  -0.11
H  -0.353155  4.291715  -7.769231  0.32

Cartesian forces (eV/Å) of the 2 atoms listed first:
0.0 0.0 -0.7
-0.8 -0.6 0.8

=====

# 5
Computed, not measured: a structure of composition C4H6N2O2 in a non-equilibrium geometry, with the ωB97M-V functional and the def2-TZVPD basis.

Its LUMO energy is 0.62 eV. As for the multiplicity: 1. The calculation puts the HOMO energy at -9.921 eV. Its total energy is -11317.5807 eV. The energy relative to the best compared isomer or geometry (same formula, charge and spin) comes out at 3.4612 eV. As for the HOMO-LUMO gap: 10.539 eV.

Last column: Mulliken charge in e.
Element x y z (Å)
C  -1.289802  1.441344  0.745884  -0.96
C  -0.900257  0.647035  -0.586820  0.16
C  1.376929  -0.089328  -0.001855  0.44
C  -0.767554  -0.810675  -0.226572  0.48
H  -0.145872  1.351549  1.454624  0.20
H  -1.508713  2.446802  0.589574  0.38
H  -2.218600  0.877790  1.495490  0.25
H  -1.615098  0.831772  -1.417265  0.35
H  0.790022  1.822778  -1.242909  0.24
H  3.042561  0.625815  0.471170  0.26
N  0.601242  0.874523  -0.839593  -0.32
N  2.495629  -0.137795  0.592517  -0.62
O  0.477121  -1.216686  -0.117619  -0.32
O  -1.794409  -1.313797  0.216997  -0.55

Cartesian forces (eV/Å) of the 2 atoms listed first:
1.6 -4.5 3.6
2.5 0.5 1.1